# 1
DFT (ωB97M-V with the def2-TZVPD basis set) results for a single C17H23ClF3IN3O6PS2 molecule.

Values from the calculation:
E, eV: -94490.4012
Multiplicity: 1
M, g/mol: 679.85

Element x y z (Å)
H 1.17 1.64 0.71
C 1.73 0.35 2.89
C 2.14 1.55 0.25
H 2.69 2.46 0.48
C -2.72 -1.10 0.66
C -2.63 3.10 -1.91
C -1.66 4.57 -0.40
H 0.51 -4.28 -1.33
H -1.79 -2.90 -2.31
H -0.80 0.84 1.58
O -3.62 1.44 0.03
N 2.16 -0.45 1.74
H 3.37 -1.33 3.21
F -0.59 3.93 0.02
H 2.85 -3.64 2.74
H -2.69 -2.17 0.47
H 3.88 0.65 1.21
Cl 1.79 3.84 3.12
C -2.14 -0.80 2.08
C -2.00 1.76 -1.65
F -2.69 4.25 0.36
C -2.56 0.97 -0.68
C -0.76 -0.18 1.97
C 2.24 -2.90 2.24
F -1.44 5.86 -0.33
I -0.09 2.57 -3.79
H -3.77 -0.84 0.63
H -2.79 -0.13 2.63
C -2.04 -0.31 -0.40
N -0.97 -0.75 -1.08
H 2.08 -3.26 1.22
H 1.29 -2.81 2.75
H -4.42 0.97 -0.22
P 1.09 -0.53 -3.08
H 3.15 -0.31 -0.07
S 2.54 1.56 3.56
H -0.73 -2.39 0.25
O -1.90 4.25 -1.73
H 2.09 1.49 -0.84
C -0.90 -3.13 -1.73
H 3.81 -1.69 1.51
C -0.38 0.01 -2.08
S 0.12 -0.11 3.53
O 0.60 -0.60 -4.57
N -0.31 -4.22 -1.94
O 1.57 -2.01 -2.77
O 2.18 0.41 -2.85
C -0.43 -2.08 -0.74
H 2.38 -1.91 -2.26
C 2.99 -1.58 2.22
O -3.73 3.15 -2.31
C -0.89 1.27 -2.35
H -2.11 -1.72 2.65
H 0.65 -1.98 -0.70
H -0.33 -0.36 -4.68
H -0.12 -0.76 1.32
C 2.92 0.35 0.77

Electronic structure analysis, Mulliken charges in units of e: number 1, H, carries -0.1934; number 2, C, carries -0.0993; number 3, C, carries -0.5425; number 4, H, carries 0.4676; number 5, C, carries -2.1343; number 6, C, carries -0.3011; number 7, C, carries 0.8816; number 8, H, carries 0.3214; number 9, H, carries 0.4659; number 10, H, carries 0.0593; number 11, O, carries -0.5588; number 12, N, carries 0.5283; number 13, H, carries 0.3956; number 14, F, carries -0.1866; number 15, H, carries 0.4514; number 16, H, carries 0.4869; number 17, H, carries 0.5180; number 18, Cl, carries -0.6140; number 19, C, carries -0.8410; number 20, C, carries 0.6966; number 21, F, carries -0.2306; number 22, C, carries 0.9324; number 23, C, carries 0.7445; number 24, C, carries -0.9373; number 25, F, carries -0.2390; number 26, I, carries 0.2523; number 27, H, carries 0.5203; number 28, H, carries 0.4950; number 29, C, carries 0.5666; number 30, N, carries 0.7962; number 31, H, carries 0.0830; number 32, H, carries 0.2075; number 33, H, carries 0.3836; number 34, P, carries 1.0636; number 35, H, carries 0.4301; number 36, S, carries -0.0720; number 37, H, carries 1.1237; number 38, O, carries -0.2783; number 39, H, carries 0.1978; number 40, C, carries -0.5240; number 41, H, carries 0.4135; number 42, C, carries 0.7898; number 43, S, carries -0.2761; number 44, O, carries -0.5133; number 45, N, carries -0.6742; number 46, O, carries -0.5401; number 47, O, carries -0.6342; number 48, C, carries -1.8168; number 49, H, carries 0.3883; number 50, C, carries -0.7274; number 51, O, carries -0.4467; number 52, C, carries -0.8376; number 53, H, carries 0.4329; number 54, H, carries 0.5357; number 55, H, carries 0.4523; number 56, H, carries -0.8184; number 57, C, carries -1.0446

=====

# 2
DFT (ωB97M-V with the def2-TZVPD basis set) results for a molecular structure, C22H43HfN2P3S.

Values from the calculation:
E, eV: -66459.3495
Multiplicity: 1
Energy relative to the best compared isomer or geometry (same formula, charge and spin), eV: 0.000
Net charge: +4
M, g/mol: 639.08

Element x y z (Å)
H 0.76 3.00 -0.91
H -0.32 1.55 2.68
C 0.72 1.26 2.46
H -4.87 -0.29 -1.76
H -0.42 -2.79 3.05
H -3.83 3.26 0.91
P 0.42 -2.60 0.77
C -3.99 1.08 -3.11
H 0.84 -4.92 0.23
H 3.19 1.85 1.32
C -5.77 1.65 -1.57
H -5.26 3.28 2.96
C -1.76 -2.21 -1.72
H 0.92 0.30 2.95
H -2.26 1.93 -0.52
H -0.22 -4.40 2.29
H -2.77 0.32 -5.03
H 1.40 2.02 2.86
Hf -0.76 -0.78 -0.56
C -3.88 2.43 -3.48
H 3.18 1.35 -0.38
C -3.50 0.43 2.81
H 2.09 1.82 -2.11
H -0.08 -4.14 -1.09
C -2.65 1.55 0.44
H -5.21 1.96 4.09
H -2.30 -1.27 2.19
C 0.79 -1.29 -3.75
H 1.66 -3.83 -0.92
H 1.34 3.52 0.70
H -3.79 -0.01 3.76
H -4.85 4.37 -3.39
N -2.24 0.28 0.77
C -5.76 2.95 -2.07
C -0.54 -3.36 2.11
C -3.99 1.71 2.45
C 2.90 -1.02 -1.97
C -4.88 0.73 -2.10
H 1.91 1.20 -3.76
C 0.73 -4.01 -0.37
C -4.79 3.36 -2.98
C -2.66 -0.26 1.96
H -6.49 1.30 -0.83
H 3.47 -0.49 -1.21
P 1.17 -0.46 -2.16
N -4.88 2.38 3.23
H -3.11 2.73 -4.18
H 2.85 -2.32 0.84
C -3.52 2.27 1.24
H 2.26 -3.39 2.12
H -0.99 -2.91 -2.11
H -2.37 -2.71 -3.73
C 2.79 1.11 0.61
H 2.10 -1.63 2.28
H -0.39 3.13 0.43
P 0.95 1.11 0.65
C 1.44 1.25 -2.77
H 0.04 -0.73 -4.32
H -1.61 -3.37 1.86
C 2.06 -2.47 1.57
H -2.32 -2.75 -0.91
H -6.57 3.61 -1.75
H 0.43 -2.30 -3.59
H 0.48 1.77 -2.85
H 3.39 -0.86 -2.94
H 2.93 -2.09 -1.74
H 1.73 -1.33 -4.30
H 3.18 0.12 0.90
S -3.25 -0.31 -3.97
C 0.64 2.85 0.17
H -3.68 -2.43 -2.64
C -2.68 -2.06 -2.90

Electronic structure analysis, Mulliken charges in units of e: number 1, H, carries 0.3206; number 2, H, carries 0.3086; number 3, C, carries -1.2056; number 4, H, carries 0.3835; number 5, H, carries 0.4520; number 6, H, carries 0.4638; number 7, P, carries 1.0588; number 8, C, carries 0.5299; number 9, H, carries 0.5133; number 10, H, carries 0.5787; number 11, C, carries -0.7636; number 12, H, carries 0.2432; number 13, C, carries -0.1212; number 14, H, carries 0.3408; number 15, H, carries 0.6629; number 16, H, carries 0.5497; number 17, H, carries 0.3225; number 18, H, carries 0.5338; number 19, Hf, carries 0.5318; number 20, C, carries -0.4861; number 21, H, carries 0.4784; number 22, C, carries -0.7640; number 23, H, carries 0.4282; number 24, H, carries 0.3609; number 25, C, carries -0.4369; number 26, H, carries 0.2358; number 27, H, carries 0.2036; number 28, C, carries -1.3279; number 29, H, carries 0.4111; number 30, H, carries 0.4906; number 31, H, carries 0.4524; number 32, H, carries 0.4941; number 33, N, carries 0.2901; number 34, C, carries -0.5185; number 35, C, carries -1.4453; number 36, C, carries 0.9247; number 37, C, carries -1.3991; number 38, C, carries -0.2119; number 39, H, carries 0.5384; number 40, C, carries -1.3321; number 41, C, carries -0.7762; number 42, C, carries -0.4069; number 43, H, carries 0.5053; number 44, H, carries 0.3450; number 45, P, carries 0.9503; number 46, N, carries -0.4139; number 47, H, carries 0.4824; number 48, H, carries 0.3628; number 49, C, carries -1.0804; number 50, H, carries 0.5319; number 51, H, carries -0.1942; number 52, H, carries 0.5054; number 53, C, carries -1.5308; number 54, H, carries 0.3593; number 55, H, carries 0.3694; number 56, P, carries 0.8982; number 57, C, carries -1.3923; number 58, H, carries 0.3516; number 59, H, carries 0.4255; number 60, C, carries -1.3010; number 61, H, carries 0.5909; number 62, H, carries 0.4677; number 63, H, carries 0.3739; number 64, H, carries 0.3733; number 65, H, carries 0.5356; number 66, H, carries 0.3809; number 67, H, carries 0.5766; number 68, H, carries 0.3767; number 69, S, carries 0.0555; number 70, C, carries -1.3355; number 71, H, carries 0.6201; number 72, C, carries -1.0973

=====

# 3
DFT (ωB97M-V with the def2-TZVPD basis set) results for a molecular structure, C43H80NO16RbS7.

Values from the calculation:
E, eV: -156632.5304
Multiplicity: 1
Net charge: -2
M, g/mol: 1177.04

Element x y z (Å)
H 8.83 -19.16 -12.46
H 8.62 -16.71 -7.89
H 7.36 -18.23 -12.84
H 12.35 -15.57 -4.63
H 2.36 -11.83 -10.62
H 7.78 -17.93 -17.18
S 5.80 -19.06 -17.76
H 8.74 -15.01 -11.83
O 10.49 -16.50 -6.50
H 15.06 -19.20 -13.87
S 10.44 -13.38 -10.55
C 5.93 -23.07 -14.59
C 10.41 -16.76 -12.19
C 4.60 -22.77 -14.29
H 3.31 -21.50 -13.16
C 8.54 -23.41 -4.88
C 9.23 -21.28 -6.00
C 6.91 -16.19 -9.94
C 8.46 -18.20 -12.84
C 2.46 -12.22 -11.64
H 4.58 -14.80 -8.91
H 15.41 -14.75 -8.84
H 7.92 -16.27 -5.30
H 7.06 -19.59 -9.49
C 9.64 -22.59 -17.50
C 4.33 -21.70 -13.44
C 6.70 -18.67 -9.95
C 10.23 -21.02 -4.84
C 6.79 -15.78 -11.40
H 1.52 -12.68 -11.96
C 8.96 -17.15 -11.82
C 8.51 -22.49 -5.97
O 3.15 -14.62 -10.96
C 3.43 -21.48 -6.84
H 3.20 -21.37 -5.77
H 11.83 -14.59 -9.16
C 6.76 -17.85 -16.81
O 10.93 -20.00 -4.89
C 10.38 -22.02 -3.84
H 11.22 -14.92 -3.37
C 8.14 -15.88 -12.09
C 8.75 -16.07 -4.61
H 7.01 -17.49 -7.61
C 11.36 -15.63 -4.18
O 9.52 -23.91 -2.78
H 4.92 -19.13 -15.51
H 6.38 -13.05 -7.17
C 3.66 -13.75 -7.46
S 14.48 -15.70 -10.81
H 9.57 -21.96 -18.39
O 9.63 -18.71 -10.21
C 7.93 -17.50 -8.20
H 2.71 -11.39 -12.30
C 5.78 -20.48 -5.94
H 5.65 -19.54 -6.48
H 12.81 -18.78 -14.32
H 10.54 -16.87 -13.28
H 4.71 -14.37 -13.60
H 7.97 -22.76 -14.08
S 3.76 -13.45 -11.62
H 14.82 -20.95 -13.68
H 8.13 -20.80 -16.07
H 6.82 -20.63 -5.66
O 11.60 -21.16 -16.58
H 7.75 -22.57 -6.73
H 12.88 -20.37 -15.05
H 7.92 -15.74 -13.16
H 5.28 -15.25 -7.34
C 15.76 -15.47 -9.58
H 5.18 -20.07 -12.33
H 15.47 -17.84 -11.00
C 4.89 -19.80 -16.36
O 6.80 -20.07 -18.23
H 7.45 -20.46 -13.05
H 10.37 -23.37 -17.74
C 15.35 -17.01 -11.70
C 9.50 -23.11 -3.73
C 12.04 -20.20 -12.98
H 9.35 -19.71 -16.79
H 6.64 -13.31 -8.92
O 5.63 -21.47 -8.33
H 5.20 -20.41 -5.01
O 14.21 -19.79 -12.07
H 3.15 -20.49 -7.21
H 9.39 -11.72 -9.14
C 12.91 -20.13 -11.73
O 9.10 -20.41 -6.89
H 6.66 -18.83 -11.04
H 10.28 -14.64 -8.35
H 16.00 -16.37 -9.01
C 4.94 -12.05 -8.35
O 12.57 -20.38 -10.63
C 9.13 -20.38 -15.97
O 7.92 -24.48 -4.94
H 8.69 -23.08 -17.30
H 8.73 -17.96 -13.87
O 11.69 -13.23 -11.34
H 3.85 -19.89 -16.68
H 3.80 -23.33 -14.76
H 6.08 -23.90 -15.27
H 10.91 -11.13 -9.97
H 16.34 -16.67 -12.00
Rb 8.21 -21.78 -9.58
H 10.98 -12.15 -8.55
C 5.37 -20.93 -12.95
H 9.01 -17.00 -4.11
H 5.22 -11.13 -7.84
C 14.40 -19.97 -13.47
S 10.16 -15.46 -5.52
C 3.81 -13.80 -13.39
H 8.40 -15.33 -3.88
H 11.20 -19.52 -12.87
H 6.78 -18.07 -15.75
H 11.01 -21.74 -3.01
C 10.75 -14.64 -9.33
H 3.67 -12.88 -13.94
H 6.51 -14.72 -11.36
H 16.68 -15.09 -10.05
N 8.94 -17.53 -10.41
C 4.93 -14.42 -7.94
C 6.97 -22.32 -14.08
H 5.33 -20.76 -16.10
H 14.72 -17.32 -12.53
C 10.40 -11.94 -9.46
H 4.85 -11.84 -9.41
C 5.89 -13.25 -8.12
H 2.88 -22.34 -7.21
S 5.18 -21.82 -6.95
H 6.36 -16.84 -16.95
O 2.78 -14.24 -6.82
C 6.69 -21.16 -13.34
H 10.73 -15.72 -11.99
C 13.01 -19.84 -14.11
H 9.23 -19.94 -14.98
H 8.51 -18.40 -7.94
H 11.71 -21.24 -13.01
H 7.37 -15.40 -9.35
H 2.98 -14.49 -13.58
O 13.37 -16.36 -10.09
H 5.68 -18.52 -9.62
H 5.88 -16.24 -9.58
H 5.95 -16.31 -11.87
H 10.56 -15.64 -9.75
H 11.27 -16.67 -3.85
S 10.31 -21.72 -16.09
O 3.69 -12.43 -7.75
C 7.67 -17.49 -9.70
H 11.14 -17.37 -11.65

Atom charges from the Mulliken analysis, given in e for atoms 1 to 99: number 1, H, carries 0.4770; number 2, H, carries -0.4396; number 3, H, carries 0.2054; number 4, H, carries 0.3492; number 5, H, carries 0.3254; number 6, H, carries 0.3165; number 7, S, carries 0.3320; number 8, H, carries -0.0159; number 9, O, carries -0.4629; number 10, H, carries 0.3726; number 11, S, carries 0.5915; number 12, C, carries -0.3727; number 13, C, carries -1.8623; number 14, C, carries -0.5651; number 15, H, carries 0.4003; number 16, C, carries 0.3072; number 17, C, carries 0.2997; number 18, C, carries -1.3515; number 19, C, carries -2.6318; number 20, C, carries -1.2002; number 21, H, carries -0.2779; number 22, H, carries 0.3378; number 23, H, carries 0.0940; number 24, H, carries -1.5896; number 25, C, carries -1.0633; number 26, C, carries -0.5845; number 27, C, carries 0.5418; number 28, C, carries 0.5026; number 29, C, carries 0.0520; number 30, H, carries 0.3422; number 31, C, carries 2.9559; number 32, C, carries -0.3695; number 33, O, carries -0.6731; number 34, C, carries -1.0619; number 35, H, carries 0.3986; number 36, H, carries 0.5473; number 37, C, carries -0.3169; number 38, O, carries -0.7696; number 39, C, carries -1.0532; number 40, H, carries 0.3388; number 41, C, carries -1.6485; number 42, C, carries -0.8091; number 43, H, carries 0.1264; number 44, C, carries -1.0660; number 45, O, carries -0.7711; number 46, H, carries 0.2346; number 47, H, carries 0.2776; number 48, C, carries 0.3409; number 49, S, carries 0.5640; number 50, H, carries 0.2871; number 51, O, carries -0.9529; number 52, C, carries -1.2917; number 53, H, carries 0.3825; number 54, C, carries -0.3522; number 55, H, carries 0.0523; number 56, H, carries 0.2321; number 57, H, carries 0.4309; number 58, H, carries 0.2568; number 59, H, carries 0.5944; number 60, S, carries 0.9633; number 61, H, carries 0.3039; number 62, H, carries -0.1782; number 63, H, carries -0.0480; number 64, O, carries -0.7424; number 65, H, carries -0.0052; number 66, H, carries 0.3292; number 67, H, carries 0.2168; number 68, H, carries 0.4533; number 69, C, carries -1.1216; number 70, H, carries 0.4430; number 71, H, carries 0.3181; number 72, C, carries -0.5734; number 73, O, carries -0.5938; number 74, H, carries 0.5505; number 75, H, carries 0.3793; number 76, C, carries -0.8777; number 77, C, carries 0.5320; number 78, C, carries 1.0424; number 79, H, carries 0.5662; number 80, H, carries 0.0329; number 81, O, carries -0.5054; number 82, H, carries 0.4476; number 83, O, carries -0.3924; number 84, H, carries 0.2951; number 85, H, carries 0.2489; number 86, C, carries 0.2302; number 87, O, carries -0.1678; number 88, H, carries -0.7885; number 89, H, carries 0.0311; number 90, H, carries 0.2975; number 91, C, carries -0.4993; number 92, O, carries -0.5204; number 93, C, carries 0.4037; number 94, O, carries -0.7966; number 95, H, carries 0.3003; number 96, H, carries 0.4609; number 97, O, carries -0.7441; number 98, H, carries 0.4903; number 99, H, carries 0.3629